Record 1
{
  "formula": "C11H12N",
  "method": "ωB97M-V/def2-TZVPD",
  "species": ["C", "C", "C", "C", "C", "C", "C", "C", "C", "C", "C", "N", "H", "H", "H", "H", "H", "H", "H", "H", "H", "H", "H", "H"],
  "xyz": [[2.92435, -1.44671, -0.04078], [1.85787, -2.35215, -0.10557], [2.74537, -0.12294, 0.26523], [0.54107, -1.88747, -0.13595], [1.43492, 0.38415, 0.19683], [0.35172, -0.49038, 0.01743], [-0.63183, 1.73535, -0.02344], [1.87876, 2.82864, 0.01425], [-3.35699, -0.98766, 0.42492], [1.00575, 1.81268, 0.10268], [-0.84594, 0.22442, 0.02771], [-4.26445, -0.29319, -0.27088], [3.96613, -1.95707, 0.03865], [2.16170, -3.44337, -0.29271], [3.64908, 0.53908, 0.40410], [-0.30015, -2.55356, -0.39891], [-1.25516, 2.11898, 0.70729], [-1.03384, 1.93660, -0.96767], [1.58175, 3.89974, -0.31731], [2.87944, 2.61053, 0.22762], [-3.03824, -1.77468, -0.15989], [-2.89657, -0.55642, 1.34031], [-4.70267, 0.55669, 0.02053], [-4.65207, -0.78125, -1.07442]],
  "atomic_forces_ev_per_a": [[1.968, -1.664, 1.924], [-0.647, -1.563, -1.341], [0.840, 1.492, -0.549], [0.800, -0.644, -0.245], [0.934, 0.890, -0.037], [0.017, 0.104, -0.059], [4.187, -3.756, 0.100], [-2.760, 1.388, -0.795], [-0.631, 4.768, -0.705], [-1.503, 0.110, 0.011], [-1.722, 0.057, -0.015], [0.894, -2.169, 1.101], [-1.774, 1.353, -0.488], [-0.949, 1.740, 0.380], [-1.244, -0.763, -0.145], [0.515, 0.432, 0.522], [-0.776, 1.497, 1.613], [-0.404, 0.978, -1.736], [0.534, -2.046, 0.938], [1.473, 0.030, 0.002], [0.993, -2.229, -0.124], [-0.686, -0.938, -0.682], [-0.111, 0.352, 0.312], [0.056, 0.580, 0.021]],
  "total_charge": 1,
  "homo_lumo_gap_ev": [7.571, 7.572],
  "e_above_lowest_kcal_mol": 104.2
}


Record 2
{
  "formula": "C44H41FI2IrN4P2Se2",
  "method": "ωB97M-V/def2-TZVPD",
  "species": ["Ir", "Se", "P", "C", "C", "C", "C", "C", "C", "C", "C", "C", "C", "C", "C", "C", "C", "N", "N", "N", "P", "Se", "C", "C", "C", "C", "C", "C", "C", "C", "C", "C", "C", "C", "H", "H", "H", "H", "H", "H", "H", "H", "H", "H", "H", "H", "H", "H", "H", "H", "H", "H", "H", "H", "C", "C", "C", "C", "C", "C", "C", "C", "C", "C", "C", "C", "N", "C", "C", "C", "C", "C", "C", "F", "H", "H", "H", "H", "H", "H", "H", "H", "H", "H", "H", "H", "H", "H", "H", "H", "H", "H", "H", "H", "H", "I", "I"],
  "xyz": [[-15.83616, 13.98847, -8.52163], [-18.61809, 11.53307, -3.33552], [-16.53312, 12.04278, -3.33384], [-15.48930, 10.63883, -3.77021], [-14.34191, 10.30852, -3.07704], [-13.62704, 9.17195, -3.45137], [-14.14537, 8.36571, -4.42186], [-15.35300, 8.63818, -5.06332], [-15.97221, 9.83666, -4.77862], [-15.94040, 12.54813, -1.70800], [-15.99797, 11.64351, -0.58370], [-15.67405, 12.06794, 0.70115], [-15.15124, 13.36356, 0.89948], [-14.96523, 14.19756, -0.20049], [-15.42139, 13.86108, -1.47677], [-16.23696, 13.30614, -4.55164], [-15.31143, 13.29839, -5.65169], [-15.90835, 14.19890, -6.62223], [-17.01654, 14.75025, -6.08668], [-17.27372, 14.24374, -4.89700], [-13.49927, 13.04037, -6.03578], [-13.87561, 12.92400, -8.18469], [-12.28765, 11.77590, -5.82497], [-12.29902, 10.59409, -6.58429], [-11.33669, 9.60778, -6.39066], [-10.24778, 9.84141, -5.49566], [-10.18003, 11.05436, -4.83167], [-11.21648, 11.98098, -4.99563], [-12.58648, 14.58261, -5.71245], [-12.86825, 15.55552, -4.77176], [-12.27987, 16.82482, -4.90668], [-11.38635, 17.08047, -5.92568], [-10.92222, 16.01506, -6.70447], [-11.55399, 14.77586, -6.67582], [-14.02619, 10.83185, -2.17265], [-12.68711, 9.00617, -3.01279], [-13.60703, 7.46743, -4.68514], [-15.70516, 7.98115, -5.83066], [-16.84527, 10.21730, -5.28905], [-16.49284, 10.70787, -0.80487], [-15.95443, 11.37408, 1.51942], [-14.76406, 13.68842, 1.88133], [-14.40543, 15.13865, -0.14530], [-15.43684, 14.55935, -2.30717], [-13.03547, 10.52836, -7.40156], [-11.22640, 8.81234, -7.15027], [-9.40453, 9.15760, -5.51389], [-9.42962, 11.38658, -4.12731], [-11.08203, 12.94553, -4.31926], [-13.52396, 15.26453, -3.92093], [-12.51432, 17.49563, -4.08507], [-10.98269, 18.11431, -6.07062], [-10.10055, 16.18090, -7.39336], [-11.22530, 13.95725, -7.34179], [-16.58473, 17.04669, -9.31344], [-18.00109, 16.66585, -9.66331], [-18.91099, 16.32083, -8.44781], [-18.26481, 15.59945, -10.67666], [-19.48018, 15.80660, -11.36860], [-19.84232, 14.92054, -12.33176], [-19.08774, 13.76536, -12.60475], [-17.88529, 13.49761, -11.96385], [-17.12312, 12.17412, -12.21006], [-17.92796, 10.90981, -12.04159], [-16.60308, 12.12271, -13.65667], [-17.45221, 14.49768, -10.96699], [-16.15320, 14.26145, -10.39741], [-15.05130, 14.60232, -11.31807], [-15.19984, 15.62491, -12.24824], [-14.02457, 16.15757, -12.79840], [-12.77691, 15.64603, -12.53442], [-12.60945, 14.49442, -11.67847], [-13.76185, 13.91827, -11.25401], [-13.72595, 12.62071, -10.95298], [-16.54239, 17.93126, -8.60398], [-16.02704, 17.29486, -10.23725], [-15.98249, 16.27806, -8.84051], [-18.40116, 17.58954, -10.15837], [-18.31735, 15.86803, -7.58828], [-19.68026, 15.58012, -8.65489], [-19.45164, 17.22567, -8.14711], [-20.09388, 16.73123, -11.26245], [-20.75744, 15.13787, -12.89913], [-19.45297, 13.06101, -13.37157], [-16.26870, 12.26898, -11.47943], [-18.79000, 10.88395, -12.78942], [-18.35166, 10.83737, -11.04523], [-17.28364, 10.05630, -12.28380], [-17.40223, 11.77038, -14.35587], [-15.71789, 11.45285, -13.69985], [-16.27044, 13.05559, -14.12930], [-16.13696, 16.10184, -12.37482], [-14.10893, 17.14263, -13.37211], [-11.94928, 16.11761, -12.97905], [-11.69117, 14.12747, -11.37128], [-19.24567, 11.87123, -8.17079], [-21.57539, 12.83025, -7.11929]],
  "atomic_forces_ev_per_a": [[-1.633, 0.861, -1.166], [0.897, 0.221, -0.067], [-1.538, -0.737, 1.365], [0.139, 0.734, 0.461], [0.460, -0.247, 0.636], [-0.967, 1.222, -0.109], [-0.093, -1.089, -0.570], [0.678, 0.627, 0.010], [-0.288, -0.225, -0.592], [1.029, 1.141, 1.799], [-0.704, 1.515, -1.575], [-0.585, -0.127, -0.063], [0.704, -0.450, -0.055], [0.240, 0.458, -0.423], [-0.740, -2.077, -0.171], [0.383, 1.988, -3.137], [-1.532, 1.464, 1.180], [0.893, -1.316, 4.302], [0.396, -1.634, 1.347], [2.160, -0.930, -0.743], [-1.562, 1.722, 0.090], [1.131, -0.803, -1.493], [-0.246, -1.367, 0.143], [-0.476, -0.402, -0.426], [1.211, 0.735, -0.587], [-0.516, 0.184, -1.151], [-1.001, 0.335, 0.121], [1.221, 2.199, 2.889], [0.470, -0.449, -1.169], [-0.367, -0.401, 0.236], [-0.601, -0.867, 1.096], [0.655, 0.740, 0.144], [-0.315, -0.061, -0.618], [-0.035, 0.337, 0.745], [-0.034, 0.242, -0.502], [0.979, -0.539, 0.615], [0.043, -0.147, -0.096], [-0.277, -0.246, -0.240], [-0.272, -0.482, -0.201], [0.181, -0.321, 0.425], [0.636, 0.699, -0.399], [-0.497, -0.269, -0.578], [-0.499, -0.240, 0.480], [0.288, 0.128, 0.172], [0.341, -0.422, 0.626], [-0.415, 0.218, 0.854], [-0.235, -0.083, 0.342], [0.407, -0.568, -0.218], [-0.668, -1.993, -1.731], [0.329, 0.684, -0.751], [0.102, 0.469, -0.543], [-0.264, -1.177, 0.227], [-0.146, -0.006, -0.024], [-0.273, 0.624, 0.399], [0.549, 1.207, 0.123], [-0.952, 0.792, 0.219], [0.709, 0.062, 1.041], [0.555, -0.033, -0.347], [0.358, 0.226, -0.293], [-0.757, -0.499, -0.814], [0.174, -0.327, -0.269], [-0.665, 0.639, 1.061], [0.817, 2.009, -0.128], [-1.169, -0.100, -0.528], [0.571, -0.096, -0.922], [-1.174, -1.376, -1.210], [2.267, 0.293, -2.540], [-0.624, -1.280, 0.394], [1.747, -0.256, 1.124], [-0.586, 1.673, -1.032], [-0.482, -1.233, 1.606], [-1.974, 2.469, -1.823], [-1.727, 0.985, -0.568], [-0.236, -0.483, 1.082], [-0.202, -0.981, -0.880], [-0.200, 0.080, 0.506], [0.124, -0.388, 0.424], [0.135, -0.654, 0.585], [-0.676, 0.897, -0.959], [0.023, -0.030, -0.403], [0.308, -0.192, 0.431], [0.736, -0.851, 0.340], [0.432, -0.339, 0.149], [0.206, 0.399, 0.481], [-0.701, -0.802, -0.844], [1.059, 0.085, 0.976], [-0.006, -0.300, 0.163], [-0.219, 0.051, 0.279], [0.630, -0.058, 0.655], [-0.697, 0.088, -0.160], [-0.016, 0.162, 0.619], [-0.723, 0.339, -0.143], [0.159, -1.743, 0.550], [1.077, 0.460, -0.245], [1.689, -0.965, -0.043], [1.966, -0.550, -0.778], [-1.702, 0.745, 0.814]],
  "total_charge": 1,
  "s_squared": 6.039,
  "multiplicity": 5,
  "homo_lumo_gap_ev": [5.630, 4.492]
}


Record 3
{
  "formula": "C4H5NOS2",
  "method": "ωB97M-V/def2-TZVPD",
  "species": ["S", "C", "C", "O", "C", "N", "S", "C", "H", "H", "H", "H", "H"],
  "xyz": [[2.89250, -0.33985, -0.38589], [1.10915, -0.23447, -0.55586], [0.24945, 0.58736, 0.35758], [-0.78378, 1.37204, -0.16084], [-2.02636, 0.86136, -0.34445], [-2.41228, -0.34327, -0.38723], [-1.36838, -1.65758, -0.20864], [0.14179, -0.92867, 0.38985], [2.90605, -0.38929, 0.92857], [0.80079, -0.23452, -1.59914], [0.69054, 1.05448, 1.22763], [-2.74986, 1.64702, -0.50570], [0.55039, -1.39459, 1.24413]],
  "atomic_forces_ev_per_a": [[-0.180, 0.042, -0.705], [-0.273, 0.052, 0.217], [-0.019, -0.730, -0.043], [-0.054, 0.201, -0.040], [-0.066, -0.676, -0.019], [0.251, 0.327, 0.103], [0.064, 0.160, 0.017], [-0.236, 0.884, -1.121], [-0.002, -0.027, 0.703], [0.078, 0.004, 0.148], [0.089, 0.082, -0.078], [0.005, 0.157, -0.019], [0.343, -0.475, 0.838]],
  "total_charge": 0,
  "homo_lumo_gap_ev": 9.291,
  "e_above_lowest_kcal_mol": 44.2
}


Record 4
{
  "formula": "C2H8O",
  "method": "ωB97M-V/def2-TZVPD",
  "species": ["C", "C", "H", "H", "H", "H", "H", "H", "O", "H", "H"],
  "xyz": [[-1.45758, -0.10173, -0.37783], [-1.11280, 0.46656, -1.77403], [-0.76584, 0.21281, 0.33188], [-1.44599, -1.13848, -0.19679], [-2.45585, 0.27761, -0.13678], [-1.09918, 1.60751, -1.83838], [-0.14106, 0.04979, -2.12827], [-1.88305, 0.04663, -2.50862], [2.33477, -0.29432, 2.03498], [2.39716, -1.16049, 1.77871], [2.13795, 0.27023, 1.32956]],
  "atomic_forces_ev_per_a": [[-1.152, 1.717, -1.235], [-0.349, -0.965, -1.054], [1.127, 1.187, 1.427], [-0.199, -1.594, -0.787], [0.189, -0.135, 0.399], [-0.065, -1.672, 0.268], [-0.517, 0.574, 0.199], [0.972, 0.885, 0.792], [0.264, 2.221, 3.101], [0.145, -3.087, -1.352], [-0.416, 0.869, -1.758]],
  "total_charge": 0,
  "homo_lumo_gap_ev": 12.540,
  "e_above_lowest_kcal_mol": 10.6
}


Record 5
{
  "formula": "C3H5N3O",
  "method": "ωB97M-V/def2-TZVPD",
  "species": ["C", "C", "N", "N", "H", "H", "H", "H", "N", "C", "O", "H"],
  "xyz": [[-0.81601, -0.13672, -2.36578], [-1.23955, -0.32735, 0.65407], [-0.74226, 0.65834, 0.08125], [-0.78080, -1.30406, -2.39495], [-0.58168, -2.09916, -1.79188], [-0.73717, 0.72372, -1.16843], [-1.17655, -0.44368, 1.73699], [-1.60215, -1.25160, 0.15153], [1.70868, 1.70522, 1.04509], [2.24206, 0.71790, 1.45940], [3.00606, -0.14002, 1.66763], [0.71937, 1.89740, 0.92507]],
  "atomic_forces_ev_per_a": [[-0.066, -0.109, -1.166], [0.387, -1.290, -0.389], [0.057, 1.568, -2.539], [0.268, -0.551, 0.706], [-0.197, 0.108, -0.537], [-0.349, -0.401, 3.882], [-0.193, 0.318, 0.104], [-0.159, 0.374, -0.098], [-0.722, 0.902, 0.328], [1.192, -0.053, -0.986], [-0.293, -0.521, 0.715], [0.074, -0.345, -0.021]],
  "total_charge": 0,
  "homo_lumo_gap_ev": 9.690,
  "e_above_lowest_kcal_mol": 96.1
}


Record 6
{
  "formula": "C9H13NO2",
  "method": "ωB97M-V/def2-TZVPD",
  "species": ["C", "C", "C", "C", "C", "C", "C", "C", "C", "N", "O", "O", "H", "H", "H", "H", "H", "H", "H", "H", "H", "H", "H", "H", "H"],
  "xyz": [[-0.85609, -2.15640, -0.64145], [0.44420, -0.70278, 0.57646], [-0.23199, -0.59145, -1.81598], [1.19600, 2.22451, 0.33893], [-0.41517, 2.40020, 0.36027], [1.34425, 1.16521, -0.72910], [-1.01401, 1.09079, -0.20752], [0.15834, 0.17106, -0.63912], [-0.43378, -2.79561, 1.60788], [-0.29094, -1.89147, 0.50264], [-1.43991, -3.13636, -1.00778], [1.02677, -0.57907, 1.64997], [0.51566, -0.98585, -2.54266], [-0.93821, -0.12349, -2.39153], [1.70109, 3.19815, 0.06702], [1.67591, 1.88298, 1.31469], [-0.61769, 2.52088, 1.38202], [-0.84365, 3.25772, -0.31788], [1.22078, 1.60946, -1.67871], [2.36581, 0.60841, -0.69991], [-1.60787, 0.45584, 0.41198], [-1.59820, 1.30272, -1.10274], [0.50056, -3.28362, 1.78520], [-1.22472, -3.56222, 1.31778], [-0.63716, -2.07959, 2.45954]],
  "atomic_forces_ev_per_a": [[-3.813, -1.584, 0.421], [-0.414, -1.675, 2.265], [4.256, 1.506, -3.509], [-0.537, 0.723, 0.165], [0.836, 0.306, -1.535], [2.232, -1.621, -0.114], [0.699, 0.225, -0.522], [1.193, 1.170, 2.070], [-0.907, 0.176, 1.026], [0.981, -0.104, -0.320], [0.489, -0.776, -0.383], [0.000, 1.345, -1.737], [-0.130, -0.190, 1.078], [-2.291, 0.733, -1.106], [-0.520, -1.096, 0.126], [-1.190, 0.438, -1.095], [-1.006, 0.601, 1.256], [1.238, -1.300, 1.652], [0.243, 0.649, -1.278], [-1.691, 0.935, -0.141], [-0.904, 0.245, 0.901], [-0.031, 0.021, 0.109], [0.525, -0.457, 0.357], [0.892, 1.224, 0.795], [-0.149, -1.493, -0.482]],
  "total_charge": 0,
  "s_squared": 2.008,
  "multiplicity": 3,
  "homo_lumo_gap_ev": [5.774, 8.197],
  "e_above_lowest_kcal_mol": 30.6
}


Number 1: E_tot -13080.0131 eV. Number 2: E_tot -223269.4775 eV. Number 3: E_tot -29435.1754 eV. Number 4: E_tot -4250.6414 eV. Number 5: E_tot -9706.4155 eV. Number 6: E_tot -15122.8851 eV.